[1]
{
  "formula": "C8H19BrF3O4P2S",
  "method": "wB97M-V/def2-TZVPD",
  "symbols": ["O", "P", "O", "O", "C", "S", "P", "O", "Br", "C", "F", "F", "F", "H", "H", "H", "H", "H", "C", "C", "C", "C", "C", "C", "H", "H", "H", "H", "H", "H", "H", "H", "H", "H", "H", "H", "H", "H"],
  "positions_angstrom": [[-0.716, -1.487, 3.989], [-1.021, -1.178, 2.524], [-1.057, -2.572, 1.579], [0.261, -0.218, 1.936], [-2.568, -0.111, 2.505], [-4.039, -0.769, 1.612], [-4.304, -2.902, 1.827], [-4.413, -3.287, 3.504], [-6.292, -3.553, 0.905], [-5.493, 0.035, 2.506], [-5.325, -0.050, 3.903], [-5.507, 1.381, 2.067], [-6.715, -0.499, 2.143], [-1.556, -2.463, 0.741], [0.370, -0.532, 1.001], [-2.831, 0.149, 3.594], [-2.290, 0.893, 2.016], [-3.505, -3.048, 3.831], [1.608, -1.088, -1.914], [1.598, 0.216, -2.703], [2.981, 0.621, -3.213], [4.022, 0.900, -2.125], [3.637, 1.984, -1.117], [3.449, 3.356, -1.752], [2.220, -1.009, -1.012], [0.590, -1.347, -1.603], [1.995, -1.909, -2.522], [1.166, 1.013, -2.091], [0.933, 0.096, -3.564], [2.875, 1.504, -3.850], [3.366, -0.172, -3.863], [4.962, 1.185, -2.610], [4.237, -0.025, -1.579], [4.429, 2.055, -0.365], [2.727, 1.701, -0.577], [4.363, 3.679, -2.257], [3.208, 4.097, -0.985], [2.634, 3.357, -2.480]],
  "nbo_charge": [-1.004, 2.217, -0.932, -0.911, -0.955, 0.407, 0.907, -0.918, -0.032, 0.882, -0.291, -0.299, -0.274, 0.505, 0.505, 0.344, 0.330, 0.517, -0.610, -0.400, -0.400, -0.399, -0.396, -0.611, 0.200, 0.173, 0.221, 0.187, 0.206, 0.208, 0.207, 0.212, 0.197, 0.209, 0.178, 0.210, 0.212, 0.198],
  "e_homo_ev": -12.9357,
  "fmax_ha_per_bohr": 0.111,
  "energy_ha": -4571.450131,
  "total_charge": 1
}

[2]
{
  "formula": "C2H7PS",
  "method": "wB97M-V/def2-TZVPD",
  "symbols": ["C", "S", "P", "H", "H", "H", "C", "H", "H", "H", "H"],
  "positions_angstrom": [[-1.552, -0.674, -1.190], [-1.347, 0.654, -2.062], [-2.645, 2.047, -1.098], [-1.162, -1.600, -1.650], [-3.790, 1.648, -1.853], [-3.009, 1.269, 0.040], [1.328, -0.262, 0.243], [1.808, -1.232, 0.202], [0.355, -0.235, -0.182], [1.863, 0.439, -0.477], [1.229, 0.009, 1.317]],
  "nbo_charge": [-0.543, 0.209, 0.140, 0.173, -0.006, 0.024, -0.848, 0.214, 0.203, 0.212, 0.220],
  "e_homo_ev": -8.3237,
  "fmax_ha_per_bohr": 0.034,
  "smiles": "C#S#[PH2].C",
  "energy_ha": -819.795642,
  "e_above_lowest_kcal_mol": 89.5,
  "total_charge": 0
}

[3]
{
  "formula": "C6H15NO",
  "method": "wB97M-V/def2-TZVPD",
  "symbols": ["C", "C", "N", "C", "C", "C", "C", "O", "H", "H", "H", "H", "H", "H", "H", "H", "H", "H", "H", "H", "H", "H", "H"],
  "positions_angstrom": [[2.980, -1.876, -0.363], [2.673, -0.593, 0.389], [1.230, -0.403, 0.554], [0.662, 0.843, 0.063], [-0.749, 1.050, 0.599], [-1.821, 0.236, -0.112], [-2.125, 0.753, -1.511], [-3.011, 0.312, 0.672], [4.064, -1.986, -0.472], [2.627, -2.756, 0.165], [2.533, -1.816, -1.354], [3.067, 0.221, -0.207], [3.153, -0.447, 1.357], [0.712, -1.180, 0.167], [1.293, 1.664, 0.396], [0.669, 0.878, -1.033], [-1.017, 2.106, 0.569], [-0.802, 0.804, 1.662], [-1.480, -0.800, -0.197], [-1.253, 1.183, -2.012], [-2.869, 1.534, -1.447], [-2.554, 0.002, -2.179], [-3.366, -0.558, 0.850]],
  "nbo_charge": [-0.617, -0.211, -0.639, -0.213, -0.424, 0.100, -0.636, -0.731, 0.214, 0.205, 0.205, 0.170, 0.185, 0.347, 0.195, 0.159, 0.207, 0.226, 0.150, 0.205, 0.222, 0.207, 0.474],
  "e_homo_ev": -8.5548,
  "fmax_ha_per_bohr": 0.017,
  "smiles": "CCNCC[C@H](C)O",
  "energy_ha": -367.580657,
  "e_above_lowest_kcal_mol": 31.8,
  "total_charge": 0
}

What did the first record say?
{
  "formula": "C8H19BrF3O4P2S",
  "method": "wB97M-V/def2-TZVPD",
  "symbols": ["O", "P", "O", "O", "C", "S", "P", "O", "Br", "C", "F", "F", "F", "H", "H", "H", "H", "H", "C", "C", "C", "C", "C", "C", "H", "H", "H", "H", "H", "H", "H", "H", "H", "H", "H", "H", "H", "H"],
  "positions_angstrom": [[-0.716, -1.487, 3.989], [-1.021, -1.178, 2.524], [-1.057, -2.572, 1.579], [0.261, -0.218, 1.936], [-2.568, -0.111, 2.505], [-4.039, -0.769, 1.612], [-4.304, -2.902, 1.827], [-4.413, -3.287, 3.504], [-6.292, -3.553, 0.905], [-5.493, 0.035, 2.506], [-5.325, -0.050, 3.903], [-5.507, 1.381, 2.067], [-6.715, -0.499, 2.143], [-1.556, -2.463, 0.741], [0.370, -0.532, 1.001], [-2.831, 0.149, 3.594], [-2.290, 0.893, 2.016], [-3.505, -3.048, 3.831], [1.608, -1.088, -1.914], [1.598, 0.216, -2.703], [2.981, 0.621, -3.213], [4.022, 0.900, -2.125], [3.637, 1.984, -1.117], [3.449, 3.356, -1.752], [2.220, -1.009, -1.012], [0.590, -1.347, -1.603], [1.995, -1.909, -2.522], [1.166, 1.013, -2.091], [0.933, 0.096, -3.564], [2.875, 1.504, -3.850], [3.366, -0.172, -3.863], [4.962, 1.185, -2.610], [4.237, -0.025, -1.579], [4.429, 2.055, -0.365], [2.727, 1.701, -0.577], [4.363, 3.679, -2.257], [3.208, 4.097, -0.985], [2.634, 3.357, -2.480]],
  "nbo_charge": [-1.004, 2.217, -0.932, -0.911, -0.955, 0.407, 0.907, -0.918, -0.032, 0.882, -0.291, -0.299, -0.274, 0.505, 0.505, 0.344, 0.330, 0.517, -0.610, -0.400, -0.400, -0.399, -0.396, -0.611, 0.200, 0.173, 0.221, 0.187, 0.206, 0.208, 0.207, 0.212, 0.197, 0.209, 0.178, 0.210, 0.212, 0.198],
  "e_homo_ev": -12.9357,
  "fmax_ha_per_bohr": 0.111,
  "energy_ha": -4571.450131,
  "total_charge": 1
}

Please write out number 2 again, unchanged.
{
  "formula": "C2H7PS",
  "method": "wB97M-V/def2-TZVPD",
  "symbols": ["C", "S", "P", "H", "H", "H", "C", "H", "H", "H", "H"],
  "positions_angstrom": [[-1.552, -0.674, -1.190], [-1.347, 0.654, -2.062], [-2.645, 2.047, -1.098], [-1.162, -1.600, -1.650], [-3.790, 1.648, -1.853], [-3.009, 1.269, 0.040], [1.328, -0.262, 0.243], [1.808, -1.232, 0.202], [0.355, -0.235, -0.182], [1.863, 0.439, -0.477], [1.229, 0.009, 1.317]],
  "nbo_charge": [-0.543, 0.209, 0.140, 0.173, -0.006, 0.024, -0.848, 0.214, 0.203, 0.212, 0.220],
  "e_homo_ev": -8.3237,
  "fmax_ha_per_bohr": 0.034,
  "smiles": "C#S#[PH2].C",
  "energy_ha": -819.795642,
  "e_above_lowest_kcal_mol": 89.5,
  "total_charge": 0
}